Record 1
The following is a DFT calculation (ωB97M-V/def2-TZVPD) of C23H30LiN5O2S as an isolated structure.

The geometry in XYZ format:
```
62
Properties=species:S:1:pos:R:3
S -1.28 -1.68 -4.48
O 1.67 -0.40 2.53
O 1.89 -1.37 0.54
N 0.18 -1.49 -2.36
N 0.50 0.76 4.38
N 2.59 0.54 5.27
N -0.65 -2.22 0.60
N 0.86 1.35 6.60
C 0.84 4.41 -2.54
C 1.29 0.89 5.40
C -0.34 -0.95 1.25
C -0.28 2.18 -2.36
C 1.21 -0.91 1.45
C -0.29 -2.37 -3.19
C -0.89 1.14 4.29
C -1.01 -0.10 -3.81
C -1.11 2.26 -3.49
C -1.47 1.15 -4.22
C -1.19 -0.66 2.50
C 0.10 3.45 -1.60
C -0.20 -0.21 -2.68
C -1.18 4.14 -1.09
C 0.39 -6.51 -2.84
C -1.33 0.83 2.87
C -0.04 -3.81 -3.07
C 0.83 -5.63 -1.86
C 1.00 3.16 -0.40
C -0.49 -4.67 -4.08
C 0.64 -4.24 -1.90
C -0.27 -6.03 -3.97
C 0.18 0.93 -1.97
Li 0.92 -2.51 -0.79
H -0.61 -3.00 1.24
H -0.61 -6.71 -4.74
H -0.55 -0.17 0.51
H -1.01 -4.29 -4.95
H 1.54 1.69 7.27
H 1.23 4.10 0.12
H 2.83 0.09 4.39
H -0.79 -1.23 3.35
H -1.85 4.41 -1.91
H 3.13 0.31 6.08
H -0.93 5.05 -0.55
H 0.94 0.24 3.49
H 0.85 0.79 -1.13
H -1.50 0.57 5.01
H -1.57 -2.21 0.17
H -0.06 1.75 6.65
H -2.19 -1.07 2.30
H 1.76 3.94 -2.91
H -2.36 1.16 2.74
H -1.47 3.23 -3.81
H -2.11 1.25 -5.09
H -1.73 3.47 -0.42
H -1.02 2.21 4.51
H -0.73 1.44 2.19
H 1.35 -6.07 -1.00
H 1.94 2.70 -0.70
H 0.51 2.50 0.32
H 0.23 4.68 -3.40
H 1.12 5.32 -2.01
H 0.58 -7.58 -2.74
```

Results
* frontier orbital gap: 6.4382 eV
* molecular weight: 447.53 g/mol
* energy above the lowest of the compared OMol25 structures with the same formula, charge and spin: 3.3 kcal per mole
* highest occupied orbital energy: -6.6 eV

Here are the Mulliken charges for atoms 1 to 4, given in e: atom 1 (S): -0.417, atom 2 (O): -0.784, atom 3 (O): -0.822, atom 4 (N): -0.439

Record 2
The following is a DFT calculation (ωB97M-V/def2-TZVPD) of a 2-piece molecular cluster, C4H10NO3 overall.

The geometry in XYZ format:
```
18
Properties=species:S:1:pos:R:3
O -0.30 1.49 -0.99
O 1.04 -2.94 -0.03
O -1.80 3.28 -1.86
N 0.56 -0.96 1.04
C 1.97 -0.65 1.20
C -1.03 0.56 -0.29
C -0.42 0.16 1.03
C 0.25 -2.10 0.37
H -1.42 3.38 -2.74
H 0.04 0.99 1.55
H -0.83 -2.25 0.28
H -1.23 -0.18 1.68
H 2.37 -0.93 2.19
H 2.16 0.41 1.06
H -1.20 2.48 -1.46
H 2.53 -1.19 0.44
H -1.22 -0.33 -0.94
H -2.05 0.91 -0.06
```

Results
* frontier orbital gap: 7.3603 eV
* molecular weight: 120.13 g/mol
* total charge: -1
* energy above the lowest of the compared OMol25 structures with the same formula, charge and spin: 50.3 kcal per mole
* highest occupied orbital energy: -3.7 eV

Here are the Mulliken charges for atoms 1 to 4, given in e: atom 1 (O): -0.913, atom 2 (O): -0.635, atom 3 (O): -0.799, atom 4 (N): 0.166

Record 3
The following is a DFT calculation (ωB97M-V/def2-TZVPD) of one molecule with the formula C18H20F2N2O3.

The geometry in XYZ format:
```
45
Properties=species:S:1:pos:R:3
F -3.10 -1.89 -5.70
F -1.95 -3.69 -5.44
O -0.89 -1.85 -6.15
O 0.52 4.17 6.50
O 2.63 -1.65 -0.58
N 0.79 0.78 1.29
N 0.94 -0.21 -1.14
C 1.40 1.30 4.49
C -1.04 -0.37 -4.22
C -0.60 4.81 7.06
C 1.48 2.45 5.25
C 0.50 -0.65 -2.38
C -0.98 1.30 4.73
C -0.45 -1.45 -4.86
C 0.17 0.71 4.22
C 0.33 3.04 5.77
C -0.56 0.02 -2.98
C -2.01 -2.56 -6.19
C 1.91 -0.70 -0.34
C 0.07 -0.51 3.34
C -0.21 -0.09 1.88
C 2.04 0.11 0.95
C 0.61 -2.13 -4.28
C 1.08 -1.73 -3.04
C -0.91 2.46 5.50
H 1.90 -2.26 -2.58
H -0.22 5.67 7.60
H 0.97 1.55 1.92
H -1.13 4.15 7.76
H -1.82 2.88 5.89
H -1.94 0.86 4.54
H 2.81 0.87 0.77
H 2.43 -0.56 1.73
H -1.16 0.45 1.84
H -1.30 5.15 6.29
H 1.05 -2.97 -4.79
H 2.43 2.91 5.46
H -0.29 -0.99 1.26
H 0.99 -1.08 3.39
H -2.23 -2.84 -7.23
H -0.75 -1.15 3.67
H -1.86 0.15 -4.68
H 0.43 0.57 -0.73
H -1.02 0.86 -2.48
H 2.30 0.85 4.11
```

Results
* frontier orbital gap: 9.1680 eV
* molecular weight: 350.36 g/mol
* energy above the lowest of the compared OMol25 structures with the same formula, charge and spin: 0.0 kcal per mole
* highest occupied orbital energy: -8.5 eV
* SMILES: COc1ccc(CCNCC(=O)Nc2ccc(OC(F)F)cc2)cc1

Here are the Mulliken charges for atoms 1 to 4, given in e: atom 1 (F): -0.264, atom 2 (F): -0.263, atom 3 (O): -0.413, atom 4 (O): -0.446

Record 4
The following is a DFT calculation (ωB97M-V/def2-TZVPD) of a 2-piece molecular cluster, C6H12O overall.

The geometry in XYZ format:
```
19
Properties=species:S:1:pos:R:3
O 0.89 0.99 -0.97
C 0.73 -0.89 1.18
C -0.90 1.98 -0.21
C 1.23 -1.30 -0.18
C -1.59 1.15 0.70
C 0.12 -1.73 -1.11
C 1.41 0.18 -0.14
H -2.00 2.42 0.09
H 2.28 0.53 0.44
H 2.14 -1.91 -0.26
H -0.12 -2.79 -0.96
H -1.62 1.37 1.76
H 1.49 -0.83 1.95
H -0.18 2.70 0.16
H 0.37 -1.56 -2.16
H -0.79 -1.16 -0.89
H -0.96 1.78 -1.27
H -2.33 0.44 0.32
H -0.18 -1.38 1.54
```

Results
* frontier orbital gap (spin up / spin down): 6.7528 / 6.7509 eV
* molecular weight: 100.16 g/mol
* energy above the lowest of the compared OMol25 structures with the same formula, charge and spin: 150.3 kcal per mole
* highest occupied orbital energy (spin up / spin down): -7.0 / -7.0 eV

Here are the Mulliken charges for atoms 1 to 4, given in e: atom 1 (O): -0.690, atom 2 (C): -1.114, atom 3 (C): -0.366, atom 4 (C): 0.483

Record 5
The following is a DFT calculation (ωB97M-V/def2-TZVPD) of C27H11F5N5OPtS2 as an isolated structure.

The geometry in XYZ format:
```
52
Properties=species:S:1:pos:R:3
Pt 0.42 -0.91 0.05
S -1.10 -1.58 -1.67
S -1.77 -0.03 1.21
F 4.93 -3.76 0.24
F 4.85 -5.60 2.28
F 2.50 -6.05 3.59
F 2.68 -2.39 -0.47
F 0.24 -4.70 2.89
O 0.31 -2.87 0.87
N -5.97 3.58 -1.32
N 1.72 -0.33 1.65
N -5.12 1.71 -4.78
N 5.43 -0.27 5.48
N 0.67 0.84 -0.82
C -3.04 0.00 -2.62
C -4.21 1.73 -1.40
C -1.22 3.73 -1.25
C -5.17 2.76 -1.36
C 3.78 -4.00 0.89
C -3.50 1.38 -0.26
C -1.16 2.44 -3.31
C -4.62 1.41 -3.79
C 3.74 -4.93 1.92
C -2.01 3.35 -3.89
C -0.77 2.62 -1.97
C 2.95 0.16 1.40
C 3.72 -0.44 3.59
C 2.46 -1.02 3.81
C -3.97 1.03 -2.60
C 4.67 -0.37 4.62
C 1.39 -4.47 2.22
C -2.47 4.45 -3.17
C 2.53 -5.16 2.58
C -2.55 0.37 -0.28
C 1.37 -3.50 1.17
C -2.30 -0.33 -1.49
C 2.63 -3.32 0.53
C 0.02 1.66 -1.35
C -2.07 4.63 -1.85
C 1.50 -0.94 2.83
C 3.96 0.13 2.33
H -2.43 5.49 -1.29
H -0.91 3.86 -0.22
H 0.51 -1.33 2.98
H 4.93 0.56 2.10
H 3.09 0.62 0.43
H -3.15 5.15 -3.63
H -0.81 1.58 -3.85
H -3.69 1.90 0.67
H -2.87 -0.55 -3.53
H 2.24 -1.49 4.76
H -2.34 3.21 -4.90
```

Results
* frontier orbital gap: 4.6134 eV
* molecular weight: 775.62 g/mol
* total charge: -1
* energy above the lowest of the compared OMol25 structures with the same formula, charge and spin: 43.9 kcal per mole
* highest occupied orbital energy: -3.8 eV

Here are the Mulliken charges for atoms 1 to 4, given in e: atom 1 (Pt): 1.190, atom 2 (S): -0.501, atom 3 (S): -0.521, atom 4 (F): -0.344

Record 6
The following is a DFT calculation (ωB97M-V/def2-TZVPD) of C59H44Cl2FGeN3P3Ti as an isolated structure.

The geometry in XYZ format:
```
114
Properties=species:S:1:pos:R:3
Ge 0.81 -2.21 1.32
Ti 0.18 0.07 -0.43
Cl -1.55 1.18 -3.63
Cl 0.23 0.88 -5.93
P -1.55 -1.70 -1.25
P -0.19 0.87 2.05
P 2.72 0.54 0.34
F 1.79 -3.67 1.68
N -1.10 1.63 -0.57
N -5.08 3.31 0.18
N -1.72 5.76 -1.72
C 2.43 2.02 -0.70
C 1.60 1.99 -1.82
C -5.13 0.22 -1.45
C -0.75 -4.90 -3.71
C -4.12 0.10 2.61
C 6.80 0.91 0.10
C 1.80 -3.13 -1.19
C 0.74 -0.59 5.75
C 1.86 2.49 3.07
C 1.73 4.37 -2.05
C 0.10 -2.92 -4.77
C 0.39 -0.19 3.40
C -0.93 -3.08 1.11
C -1.44 1.12 -5.40
C -1.21 -4.00 2.12
C 4.92 -0.30 1.74
C 2.56 4.42 -0.94
C 2.90 3.26 -0.26
C 2.47 -0.82 -0.88
C -1.18 -4.15 -2.63
C -4.02 3.45 -0.26
C 1.75 -1.95 -0.44
C 0.67 2.45 2.34
C -0.31 -2.17 -3.68
C 0.28 0.22 4.73
C -1.94 1.14 2.49
C 3.19 -0.89 -2.08
C 4.51 0.49 0.66
C 1.33 -1.82 5.44
C -3.84 2.39 3.26
C 3.23 -2.06 -2.81
C -2.77 0.03 2.31
C 6.27 -0.49 1.98
C 2.55 -3.19 -2.35
C 0.84 4.84 2.02
C -1.84 2.53 -0.67
C -0.96 -2.77 -2.61
C 1.42 -2.24 4.12
C 1.25 3.15 -2.50
C -2.42 -4.68 2.15
C 2.00 4.87 2.77
C -5.70 -0.26 -2.62
C -5.01 -1.19 -3.39
C -4.66 1.29 3.07
C 0.95 -1.42 3.09
C -0.12 -4.29 -4.79
C -2.70 3.58 -0.76
C -2.19 4.79 -1.31
C 2.52 3.69 3.29
C -1.90 -2.85 0.12
C -3.12 -3.53 0.16
C 5.45 1.10 -0.15
C -2.49 2.32 2.98
C -3.76 -1.64 -3.00
C 7.21 0.11 1.16
C -3.38 -4.44 1.18
C -3.87 -0.22 -1.06
C -3.19 -1.16 -1.83
C 0.18 3.64 1.79
H -6.67 0.09 -2.93
H -4.33 -4.95 1.20
H 3.53 3.31 0.61
H 2.50 5.81 2.96
H -1.86 3.19 3.15
H 0.20 -4.88 -5.64
H 3.43 3.70 3.87
H 3.80 -2.11 -3.72
H 1.26 1.04 -2.25
H 1.70 -2.45 6.23
H -5.72 1.36 3.28
H 0.65 -0.28 6.78
H -3.87 -3.33 -0.59
H -5.46 -1.57 -4.30
H 0.60 -2.43 -5.60
H -0.72 3.65 1.19
H 2.60 -4.11 -2.91
H -1.79 2.07 -5.78
H 8.27 -0.04 1.34
H 4.18 -0.77 2.38
H -3.24 -2.37 -3.61
H 7.54 1.39 -0.54
H 2.27 1.58 3.49
H -1.67 -4.64 -1.80
H -4.75 -0.77 2.47
H -3.43 0.16 -0.14
H 0.43 5.75 1.60
H -0.48 -4.20 2.89
H -0.10 -1.10 -3.67
H -0.16 1.18 4.97
H 2.94 5.37 -0.59
H 1.44 5.28 -2.55
H -2.04 0.29 -5.75
H 1.87 -3.19 3.89
H -2.62 -5.39 2.94
H 6.59 -1.10 2.81
H -5.64 0.96 -0.85
H -4.26 3.32 3.62
H 5.14 1.73 -0.98
H 1.29 -4.02 -0.84
H 3.76 -0.03 -2.42
H 0.61 3.10 -3.37
H -0.91 -5.97 -3.72
H -2.36 -0.91 1.95
```

Results
* frontier orbital gap (spin up / spin down): 7.1602 / 7.2860 eV
* molecular weight: 1098.32 g/mol
* total charge: +1
* energy above the lowest of the compared OMol25 structures with the same formula, charge and spin: 0.0 kcal per mole
* 2S+1: 3
* <S²>: 2.012
* highest occupied orbital energy (spin up / spin down): -10.1 / -10.4 eV

Here are the Mulliken charges for atoms 1 to 4, given in e: atom 1 (Ge): 2.388, atom 2 (Ti): -1.233, atom 3 (Cl): 0.064, atom 4 (Cl): -0.148